Record 1
C18H21BrN2O3Tc | wB97M-V/def2-TZVPD

Orbital gap (spin up / spin down) ... 7.41 / 7.08 eV
E_tot ... -100369.4913 eV
Expectation value of S² ... 3.788
HOMO level (spin up / spin down) ... -7.447 / -8.797 eV
Largest force on an atom ... 0.080 Eh/bohr

```
! RIJCOSX wB97M-V def2-TZVPD def2/J DEFGRID3
* xyz 0 4
C 1.0247 -2.6189 -1.8431
C 1.9720 -2.2307 -0.8087
C 1.3079 -2.2233 0.4276
H 3.0304 -2.0607 -0.9747
C -0.0614 -2.5290 0.2302
C -0.2478 -2.8346 -1.1554
H -1.0239 -3.5014 -1.5243
H 1.2682 -3.0033 -2.8333
H 1.7908 -2.1103 1.3960
H -0.8121 -2.6440 1.0069
Tc -0.1007 -0.8283 -2.0892
Br 1.9386 -0.4333 -3.6571
C -1.9536 0.2679 -2.4423
C -2.1873 -1.1261 -2.1909
C -1.5233 -1.8726 -3.2380
H -2.8412 -1.5150 -1.4221
C -0.8462 -0.9547 -4.0913
C -1.1097 0.3746 -3.5898
H -0.7783 1.3112 -4.0195
H -2.4200 1.0955 -1.9210
H -1.5683 -2.9419 -3.3957
H -0.3192 -1.2181 -5.0004
C 0.5759 -0.1820 3.2601
C 1.1317 1.0654 2.6015
C 0.2085 1.8008 1.5921
C -0.9918 2.4718 2.3031
C -1.9833 1.5300 2.9473
C 1.0824 2.8923 0.9518
O 1.1071 4.0689 1.2669
N 1.9494 2.3760 -0.0053
C 1.8603 1.0924 -0.5563
O 2.8603 0.5000 -0.9291
N 0.5377 0.6422 -0.6298
C -0.2722 0.8919 0.4426
O -1.3855 0.3241 0.4586
H 0.1018 0.0592 4.2194
H 1.3924 -0.8875 3.4622
H -0.1528 -0.6914 2.6185
H 1.3919 1.8083 3.3780
H 2.0695 0.8013 2.0867
H -0.5983 3.1757 3.0535
H -1.5090 3.0793 1.5445
H -1.6098 1.1315 3.8944
H -2.9212 2.0624 3.1268
H -2.1879 0.7094 2.2544
H 2.8033 2.8751 -0.2057
*
```

---

Record 2
C18H21BrO3 | wB97M-V/def2-TZVPD

Orbital gap ... 8.82 eV
E_tot ... -95190.8722 eV
HOMO level ... -8.162 eV
Largest force on an atom ... 0.013 Eh/bohr
SMILES ... COc1ccccc1OCCCOc1c(C)cc(C)cc1Br

```
! RIJCOSX wB97M-V def2-TZVPD def2/J DEFGRID3
* xyz 0 1
C 2.2360 -2.4165 1.4520
O 0.9389 -1.9833 1.1189
C -0.1384 -2.5662 1.7393
C -0.0113 -3.6048 2.6540
C -1.1185 -4.1943 3.2392
C -2.3851 -3.7486 2.9183
C -2.5276 -2.7030 2.0269
C -1.4292 -2.0930 1.4293
O -1.7517 -1.1027 0.5411
C -0.8364 -0.0658 0.2490
C -0.5188 0.7930 1.4815
C 0.8782 1.4116 1.4444
H 1.6053 0.6223 1.2292
O 1.0154 2.5069 0.5515
C 0.8832 2.2628 -0.7941
C 1.8477 1.5859 -1.5364
C 1.7129 1.3778 -2.8960
C 0.6055 1.8731 -3.5685
C -0.3339 2.5940 -2.8458
C -0.2144 2.7993 -1.4795
C -1.2506 3.5929 -0.7427
H -0.8811 3.8751 0.2389
H -1.5024 4.4922 -1.3008
H -2.1620 3.0068 -0.6220
H -1.1895 3.0108 -3.3577
C 0.4354 1.6286 -5.0358
H -0.1459 2.4238 -5.4957
H 1.4001 1.5610 -5.5327
H -0.0925 0.6879 -5.1950
H 2.4813 0.8411 -3.4319
Br 3.4467 0.9643 -0.7022
H 1.1160 1.8466 2.4185
H -0.5591 0.1469 2.3617
H -1.2716 1.5726 1.6043
H 0.0837 -0.4757 -0.1770
H -1.3442 0.5188 -0.5224
H -3.5034 -2.3275 1.7615
H -3.2576 -4.2020 3.3622
H -0.9801 -5.0033 3.9400
H 0.9683 -3.9749 2.9099
H 2.9107 -1.8054 0.8529
H 2.3859 -3.4704 1.1986
H 2.4540 -2.2586 2.5129
*
```

---

Record 3
C18H21Cl2N3O3S | wB97M-V/def2-TZVPD

Orbital gap ... 9.52 eV
E_tot ... -65500.5444 eV
HOMO level ... -9.064 eV
Largest force on an atom ... 0.016 Eh/bohr
SMILES ... CN(CC(=O)NCCc1ccc(S(N)(=O)=O)cc1)Cc1ccc(Cl)cc1Cl

```
! RIJCOSX wB97M-V def2-TZVPD def2/J DEFGRID3
* xyz 0 1
C -5.4457 -0.6129 -0.2807
N -4.0043 -0.5218 -0.3798
C -3.5809 0.4924 -1.3320
C -3.1236 1.7806 -0.6544
O -2.9858 2.8224 -1.2639
N -2.8351 1.6274 0.6498
H -3.0032 0.7130 1.0467
C -2.2490 2.6649 1.4602
C -0.9892 2.1933 2.1853
C 0.1968 1.8336 1.3263
C 0.1801 1.8628 -0.0633
C 1.2969 1.4718 -0.7849
C 2.4350 1.0781 -0.1153
C 2.4932 1.0849 1.2634
C 1.3698 1.4538 1.9781
H 1.3981 1.4503 3.0581
H 3.4149 0.8074 1.7492
S 3.8390 0.5010 -1.0371
O 5.0196 0.5787 -0.2264
O 3.8449 1.0728 -2.3498
N 3.4328 -1.1393 -1.2182
H 4.0225 -1.7144 -0.6360
H 3.5152 -1.4128 -2.1854
H 1.3018 1.4818 -1.8629
H -0.6896 2.1986 -0.6006
H -1.2421 1.3159 2.7898
H -0.6847 2.9822 2.8781
H -2.0319 3.5043 0.7951
H -2.9755 3.0014 2.2108
H -4.3671 0.7410 -2.0552
H -2.7194 0.1412 -1.9069
C -3.3413 -1.8065 -0.5699
C -1.9783 -1.7724 0.0768
C -1.8987 -1.7841 1.4663
C -0.6888 -1.7922 2.1319
C 0.4833 -1.7894 1.3915
C 0.4477 -1.7349 0.0095
C -0.7820 -1.7208 -0.6323
Cl -0.7666 -1.6568 -2.3584
H 1.3660 -1.7028 -0.5589
Cl 2.0053 -1.8803 2.1890
H -0.6494 -1.8234 3.2090
H -2.8174 -1.8074 2.0336
H -3.2577 -2.0838 -1.6293
H -3.9362 -2.5729 -0.0666
H -5.7122 -1.2773 0.5408
H -5.8411 0.3783 -0.0639
H -5.9184 -0.9850 -1.2011
*
```

---

Record 4
C18H21Cl3FIN2O8S | wB97M-V/def2-TZVPD

Orbital gap ... 7.88 eV
E_tot ... -97568.0940 eV
HOMO level ... -8.957 eV
Largest force on an atom ... 0.185 Eh/bohr

```
! RIJCOSX wB97M-V def2-TZVPD def2/J DEFGRID3
* xyz 0 1
C -0.5745 -4.1775 -0.1091
C -0.5333 -3.6381 -1.6554
C -1.4876 -2.3347 -1.9625
N -0.6019 -1.1917 -2.3983
C -0.2087 -0.2702 -1.2681
O -1.2339 0.3747 -0.4349
C -1.2470 -0.1314 0.9451
O -1.5002 -1.4272 1.2818
C -1.0169 0.8647 2.2696
C -1.7109 0.3915 3.7044
C -1.5574 1.2461 5.1031
C -0.7092 2.6596 5.0240
C -0.0017 3.1785 3.6375
C -0.1432 2.2493 2.2540
O 0.8908 -0.9789 -0.5324
S 2.1421 0.0742 -0.0503
O 2.0513 0.0183 1.4937
O 3.6118 -0.3363 -0.3094
O 1.5000 1.4504 -0.8764
C 0.5651 1.0213 -1.9280
C 1.0140 1.0142 -3.4992
C 2.5063 0.4214 -3.8147
C 3.7436 1.3474 -3.1745
I 2.7432 -1.7327 -3.3975
C -0.5147 2.3003 -1.9217
O -1.5806 2.2866 -2.7693
N -0.3694 3.5366 -1.0626
C 0.3458 4.6675 -1.7883
O 0.6697 4.6345 -3.0837
F 0.6814 5.9200 -1.0129
H 0.1065 -3.4618 0.5576
H -1.6662 -4.1552 0.3120
H -0.0770 -5.2517 -0.0039
H 0.5547 -3.3790 -2.0007
H -0.9243 -4.5398 -2.3328
H -2.2624 -2.0803 -1.1240
H -2.1364 -2.6302 -2.9206
H -1.2057 -0.6243 -3.0612
H -2.3190 -0.6262 3.7376
H -2.0474 0.8358 6.0982
H -0.5967 3.2723 6.0156
H 0.5859 4.1926 3.6610
H 0.4023 2.6292 1.2916
H 0.2667 0.4855 -4.2356
H 1.0349 2.1576 -3.8434
H 2.6563 0.5223 -4.9953
H 4.3913 1.7952 -4.0713
H 4.4931 0.7142 -2.5294
H 3.3007 2.2819 -2.6045
H -1.3452 3.8811 -0.8377
C -2.2474 -3.9288 4.8460
Cl -1.3181 -4.9783 3.7623
Cl -1.6070 -4.0152 6.4958
Cl -2.2303 -2.2571 4.2588
H -3.2828 -4.2784 4.8598
*
```

---

Record 5
C18H21ClN4O4 | wB97M-V/def2-TZVPD

Orbital gap ... 8.19 eV
E_tot ... -45660.6306 eV
HOMO level ... -7.684 eV
Largest force on an atom ... 0.356 Eh/bohr

```
! RIJCOSX wB97M-V def2-TZVPD def2/J DEFGRID3
* xyz 0 1
C -0.6349 -0.9703 -6.0442
H -1.7192 -1.0956 -5.5772
H -0.8942 -0.8533 -7.0366
H -0.3516 0.0085 -5.6776
C 0.1621 -1.9531 -5.9232
N 0.4479 -2.3337 -4.4546
C 1.2731 -1.6424 -3.5310
C 0.6572 -2.2800 -2.2977
C -0.2013 -3.3557 -2.6305
N -0.3553 -3.3019 -3.8406
H -0.6053 -4.2227 -1.8426
C 1.1194 -2.0502 -1.0066
N 0.7515 -2.3756 0.0039
O 1.3534 -2.1200 1.3265
C 2.0178 -0.8516 0.8860
C 2.3482 -0.8688 -0.6030
H 3.2935 -0.9374 -0.9759
H 2.0134 0.1506 -0.9869
H 2.9827 -1.0093 1.5364
C 1.5591 0.3223 1.5383
O 1.8433 1.4849 1.1391
N 0.5206 -0.0223 2.2644
C -0.4572 0.9329 2.9690
C -0.0665 2.3007 2.9916
C -1.3728 3.1618 3.5855
C -2.2664 2.7428 4.2902
C -2.4293 1.5176 4.1031
C -1.7087 0.3917 3.6047
O -1.6375 -0.8805 3.3747
C -2.8443 -1.4020 4.0247
H -2.9195 -2.5824 3.8004
H -3.9299 -1.0187 3.4565
H -2.9402 -1.3158 5.1197
H -3.3474 1.0887 4.5771
Cl -3.2940 3.7988 4.9831
O -0.9784 4.4540 3.8434
C 0.0408 5.2241 3.0711
H 0.3631 6.1914 3.4265
H 0.2259 4.9699 2.0432
H 1.2007 4.6146 3.5514
H 0.8124 2.8536 2.5620
H 0.3430 -1.0053 2.3659
C 1.9910 -0.5368 -3.8933
H 1.5379 0.5056 -3.5884
H 2.8207 -0.6889 -3.3815
H 2.0823 -0.3310 -4.7807
H 1.2917 -1.8280 -6.1953
H -0.0993 -2.8812 -6.1714
*
```